(1)
An isolated molecule of C2H3N3O2 in a non-equilibrium geometry, computed with ωB97M-V/def2-TZVPD.

Atoms and positions in Å:
C (1.81, -0.34, 0.04)
C (0.23, 1.19, -0.06)
H (-2.32, -0.45, 0.97)
H (-2.32, -0.91, -0.83)
H (2.89, -0.80, -0.08)
N (-1.62, -0.65, 0.00)
N (-0.39, -0.19, -0.13)
N (1.66, 0.96, -0.03)
O (0.69, -0.93, 0.08)
O (-0.62, 2.13, 0.04)

As for the SMILES: Nn1ocnc1=O. For the max |F|, the calculation gives 0.1601 hartree/bohr. The value obtained for the energy above the lowest of the compared OMol25 structures with the same formula, charge and spin is 124.80 kcal per mole. The calculation puts the gap between HOMO and LUMO at 9.9194 eV. The LUMO energy is 0.5 eV. The calculation puts the calculated total energy at -10683.0450 eV.


(2)
A structure of composition C26H32N6PdS3, computed with ωB97M-V/def2-TZVPD.

Atoms and positions in Å:
Pd (-1.55, -1.88, 0.15)
C (5.51, -0.95, -0.90)
C (4.89, -0.26, 0.32)
C (5.09, 1.25, 0.18)
C (5.59, -0.73, 1.60)
C (3.41, -0.63, 0.39)
C (3.02, -1.93, 0.71)
C (1.69, -2.28, 0.71)
N (0.72, -1.41, 0.43)
C (1.06, -0.15, 0.16)
C (2.38, 0.26, 0.11)
C (-0.07, 0.81, -0.06)
C (0.08, 2.17, 0.19)
C (-0.99, 3.03, 0.00)
C (-2.17, 2.47, -0.45)
C (-2.25, 1.11, -0.66)
N (-1.22, 0.28, -0.47)
C (-0.92, 4.52, 0.34)
C (-1.50, 5.35, -0.81)
C (0.52, 4.98, 0.60)
C (-1.75, 4.76, 1.61)
H (6.57, -0.69, -0.97)
H (5.01, -0.65, -1.82)
H (5.44, -2.04, -0.82)
H (6.16, 1.47, 0.18)
H (4.64, 1.81, 1.01)
H (4.68, 1.63, -0.75)
H (6.62, -0.36, 1.60)
H (5.64, -1.82, 1.66)
H (5.10, -0.36, 2.50)
H (3.76, -2.69, 0.95)
H (1.36, -3.28, 0.93)
H (2.61, 1.28, -0.16)
H (1.02, 2.53, 0.57)
H (-3.06, 3.07, -0.62)
H (-3.18, 0.64, -0.96)
H (-0.99, 5.13, -1.75)
H (-1.37, 6.41, -0.59)
H (-2.56, 5.17, -0.95)
H (1.17, 4.78, -0.25)
H (0.95, 4.49, 1.48)
H (0.53, 6.05, 0.79)
H (-2.80, 4.50, 1.45)
H (-1.69, 5.82, 1.89)
H (-1.38, 4.16, 2.45)
S (-4.02, -1.71, 0.35)
C (-3.74, -1.59, 2.07)
S (-2.12, -1.13, 2.45)
C (-4.69, -1.87, 3.01)
C (-6.01, -2.30, 2.64)
N (-7.07, -2.63, 2.35)
C (-4.38, -1.76, 4.41)
N (-4.14, -1.66, 5.53)
C (0.01, -3.34, -2.52)
N (-1.41, -3.22, -2.19)
C (-2.36, -3.22, -3.31)
C (-3.69, -3.49, -2.61)
N (-3.23, -4.22, -1.44)
C (-1.96, -3.91, -1.14)
S (-1.16, -4.38, 0.28)
H (0.28, -2.53, -3.20)
H (0.21, -4.30, -3.01)
H (0.60, -3.27, -1.62)
H (-2.10, -4.01, -4.02)
H (-2.34, -2.26, -3.83)
H (-4.37, -4.09, -3.22)
H (-4.19, -2.56, -2.32)
H (-3.85, -4.37, -0.66)

For the max |F|, the calculation gives 0.0192 hartree/bohr. The calculation puts the gap between HOMO and LUMO (spin up / spin down) at 6.6449 / 6.3572 eV. The LUMO energy (spin up / spin down) is -0.5 / -1.0 eV. As for the expectation value of S²: 2.011. The calculation puts the calculated total energy at -72408.4151 eV. As for the spin multiplicity: 3.


(3)
A structure of composition C38H76Br18NO9PS3 in a non-equilibrium geometry, computed with ωB97M-V/def2-TZVPD.

Atoms and positions in Å:
C (-3.46, -1.51, 2.71)
C (-2.15, -1.17, 3.50)
P (-1.43, 0.34, 2.70)
C (-2.17, 1.74, 3.67)
C (0.49, 0.34, 2.92)
C (0.67, 0.27, 4.45)
C (2.03, 0.40, 5.16)
C (3.20, -0.52, 4.78)
C (4.08, -0.67, 6.07)
S (5.49, -1.72, 5.72)
O (5.07, -3.10, 5.63)
O (6.44, -1.55, 6.77)
O (6.07, -1.32, 4.30)
C (0.87, 1.66, 2.21)
S (2.40, 2.54, 2.71)
O (0.86, 1.56, 0.77)
S (2.05, 0.65, 0.22)
O (1.64, -0.02, -0.99)
O (3.29, 1.41, -0.02)
C (2.32, -0.60, 1.51)
C (3.11, -1.76, 0.90)
C (4.46, -1.32, 0.35)
O (5.23, -0.76, 1.42)
C (5.91, 0.38, 1.07)
O (6.15, 1.26, 1.86)
C (0.93, -0.97, 2.13)
N (0.09, -1.23, 1.00)
O (1.04, -2.00, 3.10)
C (0.88, -3.34, 2.67)
C (0.82, -4.31, 3.89)
C (1.65, -3.83, 5.09)
C (-0.64, -4.61, 4.35)
C (-1.09, -3.74, 5.55)
C (-0.63, -6.08, 4.89)
H (-4.36, -1.37, 3.31)
H (-3.51, -0.97, 1.76)
H (-3.43, -2.57, 2.43)
H (-2.44, -1.01, 4.54)
H (-1.51, -2.05, 3.41)
H (-3.14, 2.00, 3.23)
H (-2.39, 1.39, 4.69)
H (-1.55, 2.63, 3.74)
H (0.15, -0.59, 4.87)
H (0.09, 1.11, 4.86)
H (2.43, 1.42, 5.18)
H (1.83, 0.21, 6.22)
H (2.94, -1.55, 4.52)
H (3.89, -0.09, 4.05)
H (3.48, -1.27, 6.76)
H (4.39, 0.29, 6.48)
H (5.99, -2.12, 3.75)
H (0.07, 2.37, 2.41)
H (1.94, 3.34, 3.69)
H (2.98, -0.12, 2.23)
H (3.34, -2.44, 1.72)
H (2.57, -2.34, 0.14)
H (4.97, -2.24, 0.03)
H (4.38, -0.69, -0.54)
H (6.27, 0.41, 0.02)
H (0.56, -1.71, 0.25)
H (-0.74, -1.77, 1.21)
H (-0.03, -3.54, 2.10)
H (1.70, -3.73, 2.06)
H (1.26, -5.26, 3.56)
H (2.72, -3.92, 4.84)
H (1.50, -4.45, 5.97)
H (1.44, -2.80, 5.36)
H (-1.38, -4.53, 3.55)
H (-2.17, -3.80, 5.68)
H (-0.65, -4.11, 6.48)
H (-0.79, -2.70, 5.43)
H (0.29, -6.18, 5.47)
H (-1.47, -6.27, 5.56)
H (-0.61, -6.73, 4.02)
Br (-3.08, 4.73, 5.08)
C (-2.26, 5.21, 6.78)
C (-0.76, 5.15, 6.70)
Br (-0.12, 3.31, 6.75)
H (-2.68, 4.55, 7.53)
H (-2.59, 6.23, 6.98)
H (-0.31, 5.63, 7.57)
H (-0.36, 5.60, 5.80)
Br (2.26, 3.96, -5.12)
C (3.43, 2.41, -5.02)
C (2.78, 1.28, -4.26)
Br (2.81, 1.58, -2.32)
H (4.36, 2.74, -4.57)
H (3.61, 2.12, -6.06)
H (3.34, 0.36, -4.40)
H (1.75, 1.12, -4.54)
Br (2.76, 5.97, -8.84)
C (0.84, 6.14, -9.07)
C (0.08, 5.36, -8.04)
Br (0.09, 3.45, -8.44)
H (0.61, 5.84, -10.09)
H (0.63, 7.21, -8.96)
H (-0.97, 5.64, -8.03)
H (0.49, 5.47, -7.04)
Br (-0.75, -9.39, 2.37)
C (0.28, -10.91, 3.00)
C (0.42, -10.92, 4.50)
Br (1.73, -9.62, 5.12)
H (1.24, -10.87, 2.49)
H (-0.27, -11.78, 2.66)
H (0.80, -11.88, 4.84)
H (-0.51, -10.69, 5.01)
Br (-2.66, -0.68, -12.02)
C (-2.81, -0.34, -10.11)
C (-1.53, 0.20, -9.54)
Br (-0.20, -1.20, -9.32)
H (-3.12, -1.27, -9.65)
H (-3.61, 0.40, -10.01)
H (-1.70, 0.60, -8.54)
H (-1.08, 0.97, -10.16)
Br (-5.87, -0.12, -7.88)
C (-7.02, 1.42, -8.15)
C (-6.82, 2.02, -9.51)
Br (-5.17, 3.06, -9.59)
H (-6.81, 2.11, -7.34)
H (-8.04, 1.04, -8.04)
H (-7.61, 2.73, -9.73)
H (-6.76, 1.28, -10.30)
Br (-1.91, -8.07, 7.30)
C (-1.18, -7.50, 9.01)
C (0.32, -7.51, 8.99)
Br (1.03, -9.32, 9.15)
H (-1.61, -8.15, 9.77)
H (-1.55, -6.49, 9.15)
H (0.72, -6.98, 9.85)
H (0.74, -7.09, 8.08)
Br (-7.62, 5.07, -6.91)
C (-7.46, 6.74, -7.89)
C (-6.03, 7.17, -8.02)
Br (-5.36, 7.93, -6.36)
H (-8.08, 7.47, -7.38)
H (-7.89, 6.54, -8.87)
H (-5.94, 7.97, -8.75)
H (-5.37, 6.36, -8.29)
Br (0.29, 11.09, -12.24)
C (1.79, 10.51, -11.14)
C (1.42, 9.33, -10.29)
Br (0.33, 9.85, -8.77)
H (2.10, 11.37, -10.56)
H (2.57, 10.25, -11.85)
H (2.32, 8.88, -9.87)
H (0.87, 8.57, -10.84)

For the max |F|, the calculation gives 0.1059 hartree/bohr. The calculation puts the gap between HOMO and LUMO at 8.0309 eV. The LUMO energy is 0.2 eV. The calculation puts the calculated total energy at -1363112.3163 eV.


(4)
A structure of composition C14H37MgO9S5 in a non-equilibrium geometry, computed with ωB97M-V/def2-TZVPD.

Atoms and positions in Å:
Mg (-16.80, -26.83, -3.38)
O (-15.18, -26.91, -4.25)
H (-14.29, -26.91, -4.57)
C (-10.51, -23.70, -2.58)
C (-10.92, -23.29, -4.01)
C (-11.51, -24.41, -4.89)
O (-12.63, -23.77, -5.49)
C (-12.86, -22.55, -4.90)
O (-13.69, -21.79, -5.24)
O (-12.04, -22.41, -3.86)
H (-10.01, -22.87, -2.10)
H (-9.89, -24.60, -2.64)
H (-11.43, -24.00, -2.07)
H (-10.11, -22.79, -4.55)
H (-11.87, -25.20, -4.24)
H (-10.66, -24.70, -5.51)
C (-15.98, -30.21, -4.58)
S (-17.56, -29.52, -5.07)
O (-17.79, -28.29, -4.21)
C (-17.03, -28.92, -6.69)
H (-15.20, -29.46, -4.72)
H (-15.74, -31.10, -5.15)
H (-15.97, -30.50, -3.53)
H (-17.81, -28.32, -7.16)
H (-16.75, -29.83, -7.22)
H (-16.16, -28.26, -6.63)
C (-14.08, -26.04, -7.86)
S (-12.66, -25.48, -8.87)
O (-11.46, -26.10, -8.19)
C (-12.92, -26.50, -10.36)
H (-13.89, -26.96, -7.32)
H (-14.96, -26.28, -8.46)
H (-14.22, -25.18, -7.20)
H (-13.96, -26.64, -10.62)
H (-12.41, -27.45, -10.21)
H (-12.38, -25.98, -11.15)
C (-18.16, -28.74, -0.24)
S (-16.56, -29.06, -1.02)
O (-16.32, -27.95, -2.02)
C (-15.49, -28.69, 0.39)
H (-18.94, -28.82, -1.00)
H (-18.22, -27.70, 0.11)
H (-18.30, -29.38, 0.62)
H (-14.44, -28.83, 0.11)
H (-15.70, -29.31, 1.26)
H (-15.54, -27.67, 0.78)
C (-13.96, -25.52, -1.45)
S (-15.34, -24.41, -1.64)
O (-16.37, -25.21, -2.42)
C (-15.90, -24.29, 0.09)
H (-13.28, -25.02, -0.76)
H (-13.48, -25.79, -2.39)
H (-14.29, -26.49, -1.08)
H (-16.11, -25.29, 0.46)
H (-16.77, -23.64, 0.07)
H (-15.07, -23.82, 0.62)
C (-12.79, -29.21, -2.33)
S (-11.29, -29.59, -3.33)
O (-11.66, -30.71, -4.27)
C (-11.38, -28.07, -4.25)
H (-13.04, -30.14, -1.82)
H (-13.57, -28.73, -2.91)
H (-12.44, -28.48, -1.59)
H (-11.46, -27.24, -3.54)
H (-12.31, -28.08, -4.84)
H (-10.59, -27.93, -4.98)

The total charge is +1. For the max |F|, the calculation gives 0.0589 hartree/bohr. The value obtained for the energy above the lowest of the compared OMol25 structures with the same formula, charge and spin is 39.44 kcal per mole. The calculation puts the gap between HOMO and LUMO at 8.3369 eV. The LUMO energy is -2.4 eV. The calculation puts the calculated total energy at -93160.1305 eV.


Question: Which formula does entry 1 have?
Answer: C2H3N3O2


Question: Which of these has the lowest calculated total energy?
Answer: C38H76Br18NO9PS3